15
Properties=species:S:1:pos:R:3:forces:R:3 method="wB97M-V/def2-TZVPD" homo_ev=-8.53 total_charge=0 e_above_lowest_kj_mol=217.1 smiles="CS[C@@H]1C=CNC1=O"
C -1.865 0.213 -1.485 -2.92 -1.73 0.10
C -0.259 -0.480 0.503 -1.06 0.86 -2.94
C 0.281 -0.303 1.805 4.87 1.78 -0.67
C 1.587 0.158 1.633 -3.28 -0.28 -2.48
C 0.764 0.005 -0.531 1.86 1.68 -0.96
H -2.097 -0.878 -1.678 0.20 0.76 1.00
H -2.763 0.665 -1.878 0.03 0.75 -0.34
H -0.973 0.324 -2.015 0.60 1.09 -0.86
H -0.278 -1.540 0.214 -1.48 -0.04 0.17
H -0.318 -0.246 2.658 -0.33 -0.60 1.45
H 2.314 0.183 2.349 1.79 0.73 1.66
H 2.754 0.639 -0.284 -0.69 -0.13 1.07
N 1.861 0.576 0.236 -1.81 -2.42 0.20
O 0.720 -0.011 -1.778 1.23 -0.44 3.24
S -1.727 0.695 0.250 0.97 -2.00 -0.64